{
  "formula": "CH2ClFS",
  "method": "ωB97M-V/def2-TZVPD",
  "species": ["C", "F", "S", "Cl", "H", "H"],
  "coordinates": [[0.846, 1.169, -0.383], [-1.459, -1.517, 0.170], [-1.917, -2.702, 1.220], [1.105, -0.406, 0.034], [1.031, 2.008, 0.283], [0.395, 1.449, -1.324]],
  "forces_ev_per_a": [[-0.35, 1.92, -0.41], [-0.74, -1.18, 0.93], [0.40, 1.03, -0.92], [0.49, -0.60, 0.23], [0.18, -0.62, 0.27], [0.02, -0.56, -0.11]],
  "nbo_charge": [-0.4343, -0.4603, 0.4581, 0.0713, 0.1835, 0.1817],
  "charge": 0,
  "relative_energy_kcal_mol": 82.3
}

***

{
  "formula": "C6H14O3",
  "method": "ωB97M-V/def2-TZVPD",
  "species": ["C", "C", "C", "C", "C", "C", "H", "H", "H", "H", "H", "H", "H", "H", "H", "H", "H", "H", "H", "H", "O", "O", "O"],
  "coordinates": [[-2.802, 0.448, -0.162], [-1.764, -0.503, -0.663], [-0.810, -0.975, 0.456], [0.814, 0.990, 0.473], [1.716, 0.446, -0.658], [2.790, -0.529, -0.172], [-3.426, 0.770, -0.992], [-2.300, 1.332, 0.221], [-3.451, -0.015, 0.612], [-2.220, -1.423, -1.004], [-1.209, -0.051, -1.461], [-1.290, -1.363, 1.340], [0.706, -2.345, 0.390], [1.431, 1.401, 1.286], [-0.391, 2.539, 0.443], [1.035, 0.114, -1.450], [2.193, 1.438, -1.003], [2.299, -1.331, 0.337], [3.464, -0.951, -0.949], [3.482, -0.003, 0.507], [-0.007, -1.986, -0.128], [-0.068, 0.079, 1.093], [0.077, 1.986, -0.205]],
  "forces_ev_per_a": [[-0.62, 0.18, 0.40], [0.40, -1.01, 1.28], [1.17, 0.64, -0.55], [-0.20, -0.63, -1.32], [0.67, 1.93, 0.15], [0.63, 0.68, -0.61], [-0.21, 0.03, 0.00], [-0.25, 0.06, 0.26], [0.40, 0.40, -0.37], [-0.14, -0.18, -0.40], [0.44, 0.06, -0.40], [-0.74, -0.29, 0.08], [0.00, 0.15, 0.86], [-0.31, -0.07, -0.08], [0.22, -0.33, -0.25], [0.50, -0.25, 0.10], [-0.50, -1.66, 0.14], [0.15, -0.56, 0.46], [-0.77, 0.28, 0.17], [-0.42, -0.25, 0.03], [-0.64, 0.40, -1.00], [0.47, -0.31, 0.45], [-0.25, 0.74, 0.62]],
  "nbo_charge": [-0.6030, -0.4382, 0.3955, 0.3784, -0.4383, -0.6067, 0.2114, 0.2077, 0.2014, 0.2129, 0.2181, 0.1558, 0.4790, 0.1523, 0.4735, 0.2238, 0.2148, 0.1877, 0.2188, 0.2053, -0.7425, -0.5728, -0.7349],
  "smiles": "CC[C@@H](O)O[C@H](O)CC",
  "charge": 0,
  "relative_energy_kcal_mol": 26.7
}

***

{
  "formula": "CHF2O4S",
  "method": "ωB97M-V/def2-TZVPD",
  "species": ["C", "O", "O", "O", "O", "F", "F", "S", "H"],
  "coordinates": [[1.864, -1.063, 0.077], [-1.006, 2.154, -0.403], [-2.985, 1.163, 0.728], [-1.179, -0.420, -0.261], [1.981, -2.122, 0.604], [1.700, -0.823, -1.206], [2.031, 0.152, 0.682], [-2.041, 1.111, -0.463], [-0.364, -0.152, 0.242]],
  "forces_ev_per_a": [[0.94, 0.25, 0.65], [0.60, -0.30, 0.36], [1.71, -0.21, -1.52], [1.26, 0.89, 0.84], [-0.40, 1.75, -0.78], [-0.01, -0.29, 0.66], [-0.40, -1.81, -0.65], [-2.50, -0.12, 0.83], [-1.21, -0.17, -0.41]],
  "nbo_charge": [1.1326, -1.0437, -1.0375, -0.9741, -0.5404, -0.2818, -0.3157, 1.6309, 0.4297],
  "charge": -1,
  "relative_energy_kcal_mol": 8.2
}

***

{
  "formula": "CH3IO2S2",
  "method": "ωB97M-V/def2-TZVPD",
  "species": ["C", "O", "O", "S", "S", "I", "H", "H", "H"],
  "coordinates": [[0.445, 0.756, -0.658], [-1.004, -3.740, 1.332], [-1.394, -2.713, -0.827], [1.281, -0.867, -0.451], [-0.540, -3.484, 0.011], [3.620, -0.189, -0.183], [0.745, 1.361, -1.449], [0.623, 1.417, 0.166], [-0.559, 0.693, -0.584]],
  "forces_ev_per_a": [[2.22, -0.60, 1.63], [0.07, -0.22, 0.59], [-0.29, 0.14, -0.53], [-2.55, 0.59, -0.44], [-0.03, -0.05, -0.11], [2.44, 0.70, 0.25], [0.68, 0.32, -1.97], [0.87, 0.02, 1.05], [-3.42, -0.89, -0.47]],
  "nbo_charge": [-0.7595, -0.8351, -0.8449, 0.1167, 1.6701, -0.0482, 0.2366, 0.2360, 0.2283],
  "spin_multiplicity": 3,
  "charge": 0,
  "relative_energy_kcal_mol": 0.0
}

***

{
  "formula": "C31H50Cl2DyNOP",
  "method": "ωB97M-V/def2-TZVPD",
  "species": ["P", "C", "C", "C", "C", "C", "C", "C", "C", "C", "C", "C", "C", "C", "C", "C", "C", "C", "C", "H", "H", "H", "H", "H", "H", "H", "H", "H", "H", "H", "H", "H", "H", "H", "H", "H", "H", "H", "H", "H", "H", "H", "H", "H", "H", "H", "H", "H", "H", "H", "H", "H", "Dy", "Cl", "Cl", "C", "H", "C", "C", "C", "C", "C", "C", "H", "H", "H", "H", "H", "O", "C", "C", "C", "C", "C", "C", "N", "H", "H", "H", "H", "H", "H", "H", "H", "H", "H", "H"],
  "coordinates": [[0.149, -0.966, -4.134], [1.694, -0.361, -5.081], [1.945, -0.758, -6.548], [3.344, -0.326, -6.999], [3.631, 1.162, -6.738], [3.244, 1.613, -5.324], [1.827, 1.157, -4.945], [-1.280, -0.111, -5.038], [-1.167, 0.048, -6.554], [-2.471, 0.592, -7.149], [-2.909, 1.903, -6.487], [-2.885, 1.849, -4.948], [-1.591, 1.245, -4.383], [-0.022, -2.646, -4.955], [1.174, -3.548, -4.599], [1.081, -4.946, -5.233], [-0.256, -5.642, -4.956], [-1.460, -4.745, -5.263], [-1.357, -3.341, -4.639], [2.478, -0.838, -4.463], [1.208, -0.270, -7.198], [1.835, -1.837, -6.712], [3.468, -0.545, -8.069], [4.085, -0.927, -6.454], [4.698, 1.357, -6.897], [3.082, 1.769, -7.470], [3.942, 1.180, -4.593], [3.307, 2.707, -5.238], [1.600, 1.478, -3.920], [1.106, 1.650, -5.616], [-2.129, -0.783, -4.828], [-3.257, -0.162, -7.009], [-0.916, -0.898, -7.053], [-0.363, 0.758, -6.790], [-2.344, 0.742, -8.230], [-3.924, 2.154, -6.819], [-2.252, 2.717, -6.825], [-3.027, 2.858, -4.536], [-3.729, 1.235, -4.604], [-1.681, 1.122, -3.295], [-0.754, 1.937, -4.558], [-0.007, -2.430, -6.039], [2.126, -3.088, -4.903], [1.232, -3.663, -3.507], [1.219, -4.858, -6.319], [1.906, -5.565, -4.859], [-0.293, -5.934, -3.898], [-0.323, -6.564, -5.545], [-2.383, -5.227, -4.915], [-1.552, -4.640, -6.353], [-2.204, -2.748, -5.011], [-1.495, -3.412, -3.551], [0.186, -0.523, -0.524], [-2.107, -1.220, -1.275], [2.450, 0.080, -1.326], [-0.370, 1.443, 0.596], [-0.617, 1.345, 1.666], [-0.413, 2.799, 0.212], [-1.097, 3.820, 0.996], [-1.278, 5.096, 0.473], [-0.754, 5.432, -0.793], [0.003, 4.499, -1.516], [0.214, 3.215, -1.025], [-1.466, 3.560, 1.991], [-1.827, 5.838, 1.052], [0.443, 4.789, -2.480], [0.884, 2.513, -1.535], [-0.916, 6.440, -1.194], [0.486, -1.291, 1.467], [0.037, -1.300, 2.666], [0.867, -1.793, 3.812], [1.182, -0.772, 4.909], [0.041, -0.570, 5.913], [-1.239, -0.021, 5.267], [-1.878, -0.938, 4.229], [-1.208, -0.900, 2.917], [0.302, -2.625, 4.261], [1.803, -2.176, 3.381], [2.055, -1.126, 5.467], [1.474, 0.201, 4.482], [-0.184, -1.514, 6.431], [0.361, 0.137, 6.690], [-1.990, 0.142, 6.059], [-1.024, 0.959, 4.819], [-1.898, -1.972, 4.609], [-2.915, -0.629, 4.071], [-1.775, -0.619, 2.116]],
  "forces_ev_per_a": [[0.00, 0.15, -1.24], [-0.31, -0.37, 0.40], [-0.12, 0.08, -0.08], [0.15, 0.05, 0.22], [-0.09, 0.02, 0.01], [-0.14, -0.18, 0.13], [0.28, 0.15, 0.05], [0.20, -0.13, 0.43], [-0.16, 0.13, -0.15], [-0.02, -0.03, 0.15], [0.08, 0.11, 0.16], [-0.01, -0.15, -0.02], [-0.06, 0.06, -0.02], [0.00, 0.03, -0.24], [-0.05, -0.17, 0.05], [-0.07, 0.12, -0.08], [0.01, 0.16, 0.19], [0.11, 0.17, -0.10], [-0.04, -0.22, 0.18], [-0.01, 0.31, -0.15], [0.22, -0.14, 0.14], [0.05, 0.17, 0.06], [0.05, 0.01, 0.19], [-0.04, 0.04, -0.07], [-0.10, 0.03, -0.10], [0.01, -0.07, 0.06], [-0.09, 0.12, -0.10], [0.11, -0.21, -0.03], [0.04, -0.07, -0.15], [0.13, -0.10, 0.16], [0.11, 0.26, 0.03], [0.03, 0.05, -0.04], [-0.04, 0.17, 0.14], [-0.19, -0.10, 0.07], [-0.11, -0.05, 0.14], [0.14, 0.07, -0.02], [-0.02, -0.10, 0.01], [-0.04, -0.23, -0.09], [0.10, 0.09, -0.01], [0.01, 0.05, -0.23], [-0.18, -0.10, 0.05], [0.05, -0.34, 0.27], [-0.27, -0.03, 0.08], [-0.09, 0.09, -0.09], [-0.02, 0.03, 0.06], [-0.09, 0.05, -0.10], [0.01, 0.03, -0.06], [0.01, 0.04, 0.11], [0.12, 0.05, -0.08], [0.03, 0.00, 0.05], [0.24, -0.10, 0.11], [0.08, 0.05, -0.11], [0.05, 1.08, -1.32], [-1.52, -0.63, -0.36], [1.79, 0.19, -0.73], [-1.19, 0.41, 0.66], [0.32, -0.17, 0.13], [0.48, 0.27, -0.23], [0.53, -0.06, -0.93], [0.33, -0.61, -0.29], [-0.22, 0.43, 0.06], [0.06, -0.23, 0.16], [-0.52, 0.49, 0.44], [0.02, 0.02, -0.29], [0.09, -0.03, -0.09], [-0.13, -0.07, 0.39], [-0.37, 0.23, 0.13], [0.07, -0.39, 0.14], [-0.46, -1.09, 4.24], [0.17, 0.26, -2.10], [0.39, -0.25, -0.07], [-0.01, 0.31, 0.41], [-0.16, 0.25, -0.19], [-0.03, 0.11, 0.47], [0.35, 0.03, -0.26], [-0.41, -0.23, 0.23], [0.28, -0.02, -0.06], [-0.40, 0.04, 0.09], [-0.04, -0.04, -0.14], [-0.14, -0.30, -0.05], [0.05, 0.06, -0.16], [0.00, -0.14, -0.15], [0.22, 0.00, -0.19], [-0.13, -0.19, -0.02], [-0.04, 0.18, -0.11], [0.20, -0.08, -0.14], [0.37, 0.10, 0.01]],
  "lowdin_charge": [1.0801, -0.4413, -0.2159, -0.2021, -0.2099, -0.1954, -0.2358, -0.4420, -0.2181, -0.2042, -0.2103, -0.1924, -0.2203, -0.4730, -0.2147, -0.2068, -0.2162, -0.2057, -0.2113, 0.0923, 0.0893, 0.0933, 0.1036, 0.1109, 0.0997, 0.1071, 0.1141, 0.1085, 0.0805, 0.0984, 0.0941, 0.1103, 0.1008, 0.0926, 0.1040, 0.0995, 0.1081, 0.1100, 0.1133, 0.0868, 0.0999, 0.0874, 0.0971, 0.1182, 0.1084, 0.1037, 0.1098, 0.0999, 0.1046, 0.1080, 0.0975, 0.0983, 0.5710, -0.2907, -0.2338, -0.2557, -0.0294, -0.3804, -0.0905, -0.1518, -0.1699, -0.1439, -0.0941, 0.0818, 0.0783, 0.0876, 0.0473, 0.0701, -0.2118, -0.4091, -0.0914, -0.1829, -0.2153, -0.1882, -0.1564, 0.1100, 0.1275, 0.1300, 0.1085, 0.1303, 0.1105, 0.1080, 0.1111, 0.1232, 0.1218, 0.1241, 0.1395],
  "spin_multiplicity": 6,
  "total_energy_ev": -94917.199,
  "charge": -1
}

***

{
  "formula": "C4H8O3",
  "method": "ωB97M-V/def2-TZVPD",
  "species": ["C", "O", "C", "O", "C", "C", "O", "H", "H", "H", "H", "H", "H", "H", "H"],
  "coordinates": [[2.005, -0.009, 0.135], [0.744, 0.142, 0.760], [-0.363, -0.177, -0.055], [-0.242, -1.409, -0.682], [-1.511, -0.238, 0.954], [-0.652, 0.896, -1.105], [-2.196, -1.227, 1.066], [2.187, -1.054, -0.133], [2.752, 0.318, 0.862], [2.092, 0.612, -0.767], [-1.666, 0.665, 1.572], [-0.521, 1.898, -0.685], [-1.683, 0.790, -1.461], [0.010, 0.767, -1.965], [-0.808, -2.026, -0.186]],
  "forces_ev_per_a": [[0.27, 0.00, -0.11], [-0.07, -0.05, 0.04], [-0.19, 0.17, -0.10], [-0.06, -0.11, 0.09], [-0.29, -0.38, 0.07], [0.01, 0.06, -0.04], [0.34, 0.51, 0.02], [-0.02, 0.15, 0.02], [-0.13, -0.05, -0.11], [-0.03, -0.07, 0.14], [-0.01, -0.09, -0.04], [-0.02, -0.15, -0.04], [0.17, -0.01, 0.02], [-0.05, 0.03, 0.15], [0.08, 0.00, -0.09]],
  "nbo_charge": [-0.2573, -0.5385, 0.4004, -0.7168, 0.4336, -0.6578, -0.5216, 0.1895, 0.1953, 0.1675, 0.1336, 0.2205, 0.2242, 0.2328, 0.4944],
  "smiles": "CO[C@@](C)(O)C=O",
  "charge": 0,
  "relative_energy_kcal_mol": 36.1
}

***

{
  "formula": "C14H12FN2O8S2",
  "method": "ωB97M-V/def2-TZVPD",
  "species": ["C", "C", "O", "C", "C", "F", "S", "C", "C", "C", "C", "C", "C", "O", "O", "O", "H", "H", "H", "H", "H", "H", "H", "H", "H", "H", "O", "N", "O", "C", "C", "C", "N", "O", "O", "C", "S", "H", "H"],
  "coordinates": [[2.946, 3.603, 0.725], [3.111, 2.358, -0.101], [1.977, 1.482, 0.201], [1.434, 0.842, -0.844], [0.134, 0.160, -0.419], [-0.644, -0.121, -1.519], [-0.830, 1.420, 0.586], [-2.603, 1.175, 0.348], [-3.231, 1.726, -0.770], [-4.622, 1.658, -0.880], [-5.379, 1.054, 0.129], [-4.741, 0.497, 1.240], [-3.348, 0.556, 1.353], [-0.533, 1.206, 1.980], [-0.611, 2.704, -0.056], [1.841, 0.851, -1.998], [3.754, 4.299, 0.495], [1.992, 4.087, 0.492], [2.974, 3.375, 1.794], [3.110, 2.577, -1.172], [4.010, 1.798, 0.176], [-2.637, 2.210, -1.542], [-5.109, 2.090, -1.756], [-6.468, 1.019, 0.048], [-5.319, 0.020, 2.033], [-2.831, 0.136, 2.213], [3.271, -5.504, -2.246], [2.874, -4.325, -2.335], [2.993, -3.622, -3.381], [2.242, -3.644, -1.271], [1.852, -4.051, -0.023], [1.143, -2.972, 0.592], [0.829, -2.973, 1.985], [0.320, -1.931, 2.453], [1.076, -3.987, 2.673], [0.969, -1.806, -0.180], [1.700, -2.008, -1.693], [2.075, -5.004, 0.437], [0.278, -0.954, 0.234]],
  "forces_ev_per_a": [[-0.12, 0.22, 0.19], [-0.53, -0.55, 0.09], [0.91, 0.03, -0.47], [-2.07, 0.30, -0.55], [-2.46, 7.19, 1.24], [0.12, -0.57, -0.39], [0.95, -0.19, -1.87], [-0.17, -0.40, 0.21], [-0.16, -0.11, 0.00], [0.19, -0.06, 0.17], [0.21, -0.02, 0.03], [0.15, 0.09, -0.10], [-0.04, 0.01, -0.25], [-0.23, 0.22, 0.04], [-0.22, 1.05, 0.55], [0.08, -0.05, 1.20], [0.04, 0.02, 0.03], [0.12, -0.12, 0.06], [-0.05, 0.03, -0.13], [0.06, -0.15, 0.18], [-0.02, 0.12, -0.18], [-0.08, -0.10, 0.23], [0.09, -0.12, 0.26], [0.32, -0.01, 0.02], [0.11, 0.14, -0.24], [-0.10, 0.12, -0.17], [-0.77, 1.91, 0.16], [1.02, -0.44, -1.95], [0.08, -1.72, 1.63], [-0.76, 0.79, -0.07], [0.12, 0.48, 0.06], [1.34, 0.01, -1.58], [-1.04, 0.51, 1.94], [0.82, -1.88, -0.67], [-0.28, 1.37, -1.13], [1.96, -7.89, 1.17], [-0.07, -1.22, 0.95], [-0.01, 0.06, -0.11], [0.50, 0.94, -0.54]],
  "nbo_charge": [-0.6285, -0.0734, -0.5099, 0.7396, -0.2683, -0.3674, 2.0836, -0.2127, -0.2000, -0.2265, -0.2067, -0.2257, -0.2148, -0.9408, -0.9917, -0.6321, 0.1987, 0.2338, 0.2120, 0.2074, 0.1762, 0.2444, 0.2095, 0.2063, 0.2101, 0.2469, -0.3969, 0.4879, -0.4158, -0.1818, -0.1673, -0.0726, 0.5074, -0.3815, -0.4249, -0.3879, 0.5778, 0.2539, 0.3319],
  "charge": -1,
  "relative_energy_kcal_mol": 58.0
}

***

What did the second record say?
{
  "formula": "C6H14O3",
  "method": "ωB97M-V/def2-TZVPD",
  "species": ["C", "C", "C", "C", "C", "C", "H", "H", "H", "H", "H", "H", "H", "H", "H", "H", "H", "H", "H", "H", "O", "O", "O"],
  "coordinates": [[-2.802, 0.448, -0.162], [-1.764, -0.503, -0.663], [-0.810, -0.975, 0.456], [0.814, 0.990, 0.473], [1.716, 0.446, -0.658], [2.790, -0.529, -0.172], [-3.426, 0.770, -0.992], [-2.300, 1.332, 0.221], [-3.451, -0.015, 0.612], [-2.220, -1.423, -1.004], [-1.209, -0.051, -1.461], [-1.290, -1.363, 1.340], [0.706, -2.345, 0.390], [1.431, 1.401, 1.286], [-0.391, 2.539, 0.443], [1.035, 0.114, -1.450], [2.193, 1.438, -1.003], [2.299, -1.331, 0.337], [3.464, -0.951, -0.949], [3.482, -0.003, 0.507], [-0.007, -1.986, -0.128], [-0.068, 0.079, 1.093], [0.077, 1.986, -0.205]],
  "forces_ev_per_a": [[-0.62, 0.18, 0.40], [0.40, -1.01, 1.28], [1.17, 0.64, -0.55], [-0.20, -0.63, -1.32], [0.67, 1.93, 0.15], [0.63, 0.68, -0.61], [-0.21, 0.03, 0.00], [-0.25, 0.06, 0.26], [0.40, 0.40, -0.37], [-0.14, -0.18, -0.40], [0.44, 0.06, -0.40], [-0.74, -0.29, 0.08], [0.00, 0.15, 0.86], [-0.31, -0.07, -0.08], [0.22, -0.33, -0.25], [0.50, -0.25, 0.10], [-0.50, -1.66, 0.14], [0.15, -0.56, 0.46], [-0.77, 0.28, 0.17], [-0.42, -0.25, 0.03], [-0.64, 0.40, -1.00], [0.47, -0.31, 0.45], [-0.25, 0.74, 0.62]],
  "nbo_charge": [-0.6030, -0.4382, 0.3955, 0.3784, -0.4383, -0.6067, 0.2114, 0.2077, 0.2014, 0.2129, 0.2181, 0.1558, 0.4790, 0.1523, 0.4735, 0.2238, 0.2148, 0.1877, 0.2188, 0.2053, -0.7425, -0.5728, -0.7349],
  "smiles": "CC[C@@H](O)O[C@H](O)CC",
  "charge": 0,
  "relative_energy_kcal_mol": 26.7
}

***

Q: Look up the charge of the third one.
A: -1